No. 1
# C60H156N10O23

13 unconnected molecules or ions with the total composition C60H156N10O23 at a distorted geometry (ωB97M-V/def2-TZVPD, the OMol25 dataset).

## Properties
- Largest force on an atom: 2.96 eV Å⁻¹
- HOMO energy: -8.15 eV
- ΔE to the lowest compared entry with this formula, charge and spin: 63.8 kcal/mol

Element x y z (Å)
1 C 9.13 18.34 26.90
2 O 9.72 19.27 26.02
3 C 10.98 18.89 25.69
4 C 11.68 19.98 24.84
5 N 13.03 19.65 24.42
6 C 13.18 18.96 23.18
7 C 14.64 18.82 22.85
8 O 15.17 18.11 24.00
9 C 15.54 16.74 23.57
10 H 8.09 18.66 26.99
11 H 9.71 18.32 27.85
12 H 9.27 17.31 26.48
13 H 11.08 17.93 25.10
14 H 11.58 18.56 26.57
15 H 11.68 20.95 25.31
16 H 11.07 20.13 23.93
17 H 13.62 19.32 25.17
18 H 12.70 19.53 22.35
19 H 12.64 17.96 23.10
20 H 15.13 19.78 22.82
21 H 14.89 18.20 21.96
22 H 16.40 16.91 22.96
23 H 14.83 16.27 22.90
24 H 15.71 16.14 24.44
25 C 16.37 12.17 14.88
26 O 17.43 12.46 13.98
27 C 17.19 13.40 12.99
28 C 18.07 13.19 11.79
29 N 19.46 13.06 12.10
30 C 20.20 12.18 11.23
31 C 21.45 11.57 11.88
32 O 20.99 11.16 13.16
33 C 21.96 10.50 13.95
34 H 15.68 13.03 15.05
35 H 16.74 11.79 15.81
36 H 15.76 11.37 14.44
37 H 17.44 14.43 13.29
38 H 16.14 13.60 12.64
39 H 17.90 14.02 11.09
40 H 17.75 12.25 11.26
41 H 19.51 12.59 12.99
42 H 20.53 12.65 10.31
43 H 19.58 11.38 10.88
44 H 22.30 12.25 11.96
45 H 21.79 10.64 11.37
46 H 22.77 11.14 14.44
47 H 22.51 9.82 13.30
48 H 21.40 9.92 14.72
49 C 14.93 18.59 10.68
50 O 15.04 17.22 10.86
51 C 16.35 16.72 10.84
52 C 17.16 17.03 12.06
53 N 17.93 18.25 11.97
54 C 18.67 18.56 13.22
55 C 17.73 18.82 14.39
56 O 16.87 19.85 13.93
57 C 16.07 20.37 14.95
58 H 15.33 19.13 11.55
59 H 13.87 18.85 10.65
60 H 15.41 18.83 9.73
61 H 16.85 17.18 9.96
62 H 16.22 15.66 10.72
63 H 17.95 16.30 12.18
64 H 16.50 16.94 12.94
65 H 17.51 19.01 11.50
66 H 19.21 19.50 13.12
67 H 19.30 17.71 13.53
68 H 18.26 19.04 15.34
69 H 17.08 17.93 14.57
70 H 15.27 19.66 15.16
71 H 15.68 21.38 14.64
72 H 16.77 20.45 15.82
73 C 9.83 20.59 17.65
74 O 10.09 21.96 17.59
75 C 11.25 22.29 16.82
76 C 12.56 21.84 17.34
77 N 12.87 20.46 16.92
78 C 13.86 19.79 17.80
79 C 13.46 19.44 19.32
80 O 12.13 18.89 19.37
81 C 11.98 17.66 18.67
82 H 10.52 20.10 18.28
83 H 9.89 20.12 16.68
84 H 8.81 20.53 18.11
85 H 11.33 23.40 16.83
86 H 11.15 21.94 15.75
87 H 12.62 21.86 18.40
88 H 13.35 22.50 16.89
89 H 12.06 19.87 16.95
90 H 14.71 20.47 17.77
91 H 14.20 18.90 17.29
92 H 13.41 20.33 19.95
93 H 14.21 18.76 19.69
94 H 10.90 17.50 18.88
95 H 12.67 16.87 19.09
96 H 12.17 17.74 17.58
97 C 20.02 21.20 16.93
98 O 20.88 20.45 16.15
99 C 21.99 21.17 15.70
100 C 22.90 20.25 15.03
101 N 22.16 19.54 13.99
102 C 22.99 18.83 13.01
103 C 22.23 17.69 12.44
104 O 21.89 16.80 13.44
105 C 21.35 15.60 13.00
106 H 19.71 22.09 16.35
107 H 20.41 21.42 17.94
108 H 19.07 20.60 17.02
109 H 22.53 21.75 16.50
110 H 21.77 21.92 14.93
111 H 23.37 19.53 15.72
112 H 23.68 20.75 14.46
113 H 21.48 18.92 14.47
114 H 23.95 18.52 13.54
115 H 23.27 19.59 12.28
116 H 22.91 17.28 11.65
117 H 21.36 17.95 11.87
118 H 20.36 15.78 12.48
119 H 21.13 15.06 13.91
120 H 21.90 15.02 12.24
121 C 22.91 26.91 22.94
122 O 22.32 25.78 23.67
123 C 22.63 24.57 23.03
124 C 22.11 23.43 23.86
125 N 20.76 23.00 23.47
126 C 19.70 23.99 23.76
127 C 18.32 23.31 23.58
128 O 18.19 22.08 24.22
129 C 16.85 21.63 24.07
130 H 22.40 27.02 21.99
131 H 24.00 26.77 22.81
132 H 22.71 27.78 23.59
133 H 23.74 24.55 22.96
134 H 22.21 24.51 22.02
135 H 22.16 23.68 24.88
136 H 22.73 22.50 23.62
137 H 20.63 22.16 24.00
138 H 19.75 24.87 23.10
139 H 19.82 24.41 24.79
140 H 18.15 23.11 22.52
141 H 17.56 24.01 23.95
142 H 16.16 22.27 24.60
143 H 16.83 20.60 24.51
144 H 16.59 21.57 23.01
145 C 18.93 10.58 21.10
146 O 18.48 11.14 19.87
147 C 19.48 11.85 19.18
148 C 18.84 12.51 18.01
149 N 17.82 13.54 18.37
150 C 16.47 13.06 18.55
151 C 15.52 14.29 18.44
152 O 15.68 14.68 17.14
153 C 15.16 15.97 16.85
154 H 19.83 9.94 21.01
155 H 18.08 9.97 21.41
156 H 19.12 11.39 21.79
157 H 20.28 11.14 18.93
158 H 19.98 12.58 19.88
159 H 18.43 11.68 17.39
160 H 19.65 13.07 17.51
161 H 17.88 14.33 17.74
162 H 16.34 12.56 19.51
163 H 16.12 12.36 17.80
164 H 15.83 15.03 19.17
165 H 14.54 13.94 18.72
166 H 15.72 16.85 17.28
167 H 14.16 16.04 17.22
168 H 15.24 16.20 15.80
169 C 23.70 16.58 16.43
170 O 23.07 16.05 17.57
171 C 23.44 16.74 18.76
172 C 22.80 15.93 19.88
173 N 22.96 16.60 21.16
174 C 22.51 15.80 22.31
175 C 22.77 16.51 23.62
176 O 21.73 16.20 24.48
177 C 21.96 16.79 25.78
178 H 23.72 17.71 16.46
179 H 23.15 16.35 15.54
180 H 24.78 16.30 16.35
181 H 23.14 17.80 18.73
182 H 24.52 16.76 18.90
183 H 23.14 14.87 19.78
184 H 21.69 15.87 19.75
185 H 23.94 16.80 21.29
186 H 23.11 14.90 22.27
187 H 21.44 15.64 22.24
188 H 22.75 17.63 23.41
189 H 23.80 16.16 24.05
190 H 22.84 16.23 26.18
191 H 21.10 16.50 26.44
192 H 22.07 17.88 25.77
193 C 18.36 23.03 19.26
194 O 17.21 23.15 20.08
195 C 16.00 23.16 19.40
196 C 14.92 22.54 20.28
197 N 14.76 23.55 21.41
198 C 13.70 23.24 22.29
199 C 13.53 24.38 23.29
200 O 14.55 24.43 24.22
201 C 14.64 25.57 25.08
202 H 18.23 22.11 18.68
203 H 19.26 22.89 19.89
204 H 18.43 23.87 18.58
205 H 16.16 22.68 18.44
206 H 15.75 24.21 19.25
207 H 15.12 21.55 20.68
208 H 14.03 22.60 19.66
209 H 15.69 23.56 21.93
210 H 13.85 22.33 22.90
211 H 12.72 23.19 21.76
212 H 12.58 24.42 23.91
213 H 13.43 25.30 22.68
214 H 13.65 25.90 25.49
215 H 15.06 26.50 24.57
216 H 15.29 25.31 25.91
217 C 18.05 19.63 21.78
218 O 16.97 19.42 20.90
219 C 17.35 19.30 19.55
220 C 17.86 17.87 19.27
221 N 19.26 17.63 19.20
222 C 19.89 17.77 17.90
223 C 19.75 16.47 16.97
224 O 18.43 16.13 16.65
225 C 18.25 15.36 15.47
226 H 18.89 19.00 21.61
227 H 17.78 19.46 22.80
228 H 18.27 20.72 21.70
229 H 18.13 20.02 19.22
230 H 16.41 19.56 19.05
231 H 17.35 17.44 18.39
232 H 17.52 17.32 20.15
233 H 19.80 18.07 19.92
234 H 20.91 18.05 18.14
235 H 19.64 18.60 17.27
236 H 20.19 15.66 17.52
237 H 20.23 16.71 16.00
238 H 18.67 15.94 14.61
239 H 17.17 15.20 15.28
240 H 18.77 14.38 15.50
241 O 19.35 15.05 20.75
242 H 19.40 15.98 20.43
243 H 18.79 14.73 20.00
244 O 21.54 18.98 20.66
245 H 22.06 18.20 21.05
246 H 21.72 19.77 21.15
247 O 21.54 13.45 16.67
248 H 22.38 13.96 16.85
249 H 21.43 13.44 15.71

---

No. 2
# C60H157N11O20

13 unconnected molecules or ions with the total composition C60H157N11O20 at a distorted geometry (ωB97M-V/def2-TZVPD, the OMol25 dataset).

## Properties
- Largest force on an atom: 2.40 eV Å⁻¹
- HOMO energy: -8.41 eV
- ΔE to the lowest compared entry with this formula, charge and spin: 0.0 kcal/mol

Element x y z (Å)
1 C 11.93 -6.50 -23.32
2 O 11.85 -6.15 -21.93
3 H 10.99 -6.38 -23.86
4 H 12.72 -5.85 -23.70
5 H 12.22 -7.55 -23.45
6 H 12.74 -6.03 -21.58
7 C 17.03 -7.42 -22.91
8 O 16.82 -7.72 -21.53
9 H 17.40 -6.40 -22.90
10 H 17.74 -8.12 -23.35
11 H 16.06 -7.48 -23.40
12 H 16.74 -8.67 -21.46
13 C 18.80 -4.80 -13.74
14 O 18.40 -5.05 -15.05
15 C 17.14 -5.70 -15.26
16 C 16.86 -5.92 -16.72
17 N 17.90 -6.75 -17.35
18 C 17.91 -6.99 -18.79
19 C 19.31 -7.35 -19.28
20 O 20.19 -6.26 -19.04
21 C 21.53 -6.57 -19.39
22 H 18.89 -5.73 -13.18
23 H 18.08 -4.15 -13.24
24 H 19.72 -4.20 -13.69
25 H 16.35 -5.04 -14.90
26 H 17.10 -6.59 -14.63
27 H 16.78 -4.95 -17.21
28 H 15.89 -6.40 -16.78
29 H 18.78 -6.38 -17.02
30 H 17.55 -6.11 -19.31
31 H 17.17 -7.73 -19.07
32 H 19.27 -7.57 -20.35
33 H 19.57 -8.30 -18.82
34 H 21.72 -6.60 -20.47
35 H 21.73 -7.57 -19.02
36 H 22.24 -5.89 -18.93
37 C 7.60 -6.67 -25.60
38 O 8.41 -5.77 -24.91
39 C 8.74 -4.61 -25.70
40 C 9.88 -3.83 -25.03
41 N 9.47 -3.22 -23.75
42 C 10.61 -2.87 -22.94
43 C 10.15 -2.21 -21.60
44 O 9.80 -0.80 -21.67
45 C 10.95 0.12 -21.82
46 H 6.70 -6.14 -25.91
47 H 7.19 -7.49 -25.01
48 H 8.08 -7.16 -26.44
49 H 7.88 -3.98 -25.90
50 H 9.18 -4.97 -26.63
51 H 10.29 -3.11 -25.75
52 H 10.75 -4.49 -24.96
53 H 8.90 -3.91 -23.29
54 H 11.20 -2.10 -23.43
55 H 11.19 -3.76 -22.70
56 H 10.92 -2.27 -20.82
57 H 9.31 -2.81 -21.28
58 H 11.44 0.04 -22.79
59 H 11.74 -0.16 -21.13
60 H 10.61 1.15 -21.69
61 C 14.83 -10.24 -14.78
62 O 15.84 -10.73 -15.61
63 C 16.88 -9.81 -15.80
64 C 17.71 -10.33 -16.98
65 N 18.19 -11.69 -16.80
66 C 19.00 -12.20 -17.97
67 C 19.74 -13.54 -17.63
68 O 18.92 -14.59 -17.10
69 C 18.02 -15.25 -18.00
70 H 15.29 -9.73 -13.93
71 H 14.20 -11.09 -14.50
72 H 14.26 -9.48 -15.31
73 H 17.47 -9.72 -14.89
74 H 16.56 -8.79 -16.02
75 H 18.54 -9.64 -17.10
76 H 17.18 -10.21 -17.93
77 H 17.44 -12.35 -16.67
78 H 19.77 -11.50 -18.29
79 H 18.27 -12.44 -18.74
80 H 20.55 -13.34 -16.94
81 H 20.18 -13.95 -18.54
82 H 17.24 -14.62 -18.41
83 H 17.50 -16.06 -17.51
84 H 18.56 -15.73 -18.82
85 C 20.94 -7.41 -24.02
86 O 20.16 -6.45 -23.24
87 C 20.73 -5.16 -23.04
88 C 19.83 -4.38 -22.00
89 N 18.70 -3.78 -22.70
90 C 17.77 -3.13 -21.78
91 C 16.63 -2.52 -22.53
92 O 15.71 -3.54 -22.90
93 C 14.49 -3.02 -23.46
94 H 21.06 -7.05 -25.04
95 H 20.61 -8.44 -23.87
96 H 21.96 -7.44 -23.62
97 H 20.76 -4.60 -23.98
98 H 21.76 -5.19 -22.67
99 H 20.48 -3.58 -21.66
100 H 19.59 -5.05 -21.18
101 H 18.19 -4.53 -23.14
102 H 18.21 -2.41 -21.09
103 H 17.29 -3.89 -21.15
104 H 17.05 -2.03 -23.41
105 H 16.12 -1.84 -21.84
106 H 14.01 -2.44 -22.67
107 H 13.81 -3.83 -23.70
108 H 14.66 -2.40 -24.34
109 C 6.28 -14.86 -21.89
110 O 6.28 -13.77 -21.02
111 C 7.55 -13.55 -20.45
112 C 7.61 -12.16 -19.79
113 N 9.00 -11.78 -19.43
114 C 9.09 -10.45 -18.82
115 C 10.58 -10.02 -18.69
116 O 11.35 -10.76 -17.76
117 C 12.68 -10.48 -17.70
118 H 6.63 -15.74 -21.35
119 H 6.87 -14.60 -22.77
120 H 5.28 -15.10 -22.26
121 H 8.36 -13.62 -21.17
122 H 7.76 -14.35 -19.75
123 H 7.06 -12.15 -18.85
124 H 7.15 -11.40 -20.43
125 H 9.67 -11.87 -20.18
126 H 8.72 -10.59 -17.80
127 H 8.60 -9.65 -19.37
128 H 10.73 -8.97 -18.45
129 H 11.04 -10.14 -19.67
130 H 13.25 -10.79 -18.58
131 H 13.20 -10.98 -16.88
132 H 12.88 -9.43 -17.48
133 C 17.21 -0.16 -11.30
134 O 16.56 -1.05 -12.21
135 C 17.18 -1.10 -13.48
136 C 16.31 -2.02 -14.39
137 N 14.97 -1.53 -14.62
138 C 14.22 -2.35 -15.57
139 C 12.79 -1.80 -15.96
140 O 11.93 -1.91 -14.85
141 C 10.71 -1.25 -15.11
142 H 16.57 -0.15 -10.42
143 H 17.27 0.84 -11.72
144 H 18.24 -0.44 -11.08
145 H 18.21 -1.44 -13.55
146 H 17.21 -0.13 -13.98
147 H 16.28 -3.00 -13.90
148 H 16.91 -2.27 -15.26
149 H 14.47 -1.28 -13.78
150 H 14.04 -3.35 -15.17
151 H 14.74 -2.44 -16.53
152 H 12.42 -2.41 -16.78
153 H 12.84 -0.82 -16.45
154 H 10.07 -1.50 -14.26
155 H 10.16 -1.56 -16.00
156 H 10.77 -0.16 -15.04
157 C 4.13 -10.51 -17.75
158 O 5.42 -9.99 -17.34
159 C 5.62 -9.77 -15.92
160 C 7.05 -9.23 -15.61
161 N 7.21 -7.77 -15.99
162 C 8.55 -7.46 -16.47
163 C 9.66 -7.42 -15.35
164 O 9.86 -8.72 -14.82
165 C 10.80 -8.69 -13.74
166 H 4.03 -10.64 -18.83
167 H 3.29 -9.93 -17.36
168 H 3.99 -11.52 -17.36
169 H 5.38 -10.66 -15.33
170 H 4.89 -9.05 -15.55
171 H 7.78 -9.96 -15.97
172 H 7.13 -9.45 -14.54
173 H 6.55 -7.61 -16.75
174 H 8.48 -6.52 -17.03
175 H 8.84 -8.15 -17.27
176 H 9.43 -6.68 -14.59
177 H 10.60 -7.00 -15.70
178 H 10.88 -9.73 -13.45
179 H 10.51 -8.14 -12.85
180 H 11.79 -8.46 -14.13
181 C 20.73 -2.37 -18.76
182 C 19.78 -2.63 -17.63
183 C 18.26 -2.71 -17.95
184 O 17.88 -1.35 -18.32
185 C 16.52 -1.13 -18.70
186 N 20.24 -3.88 -17.00
187 H 21.73 -2.10 -18.41
188 H 20.33 -1.55 -19.35
189 H 20.86 -3.23 -19.42
190 H 19.92 -1.85 -16.88
191 H 17.69 -3.06 -17.08
192 H 17.97 -3.39 -18.75
193 H 16.35 -0.38 -19.47
194 H 15.92 -0.99 -17.80
195 H 16.09 -2.05 -19.09
196 H 20.31 -4.61 -17.69
197 H 19.62 -4.18 -16.26
198 C 13.73 -8.28 -11.75
199 C 14.26 -7.17 -12.68
200 C 13.56 -5.77 -12.49
201 O 12.25 -6.00 -12.88
202 C 11.53 -4.84 -13.33
203 N 15.68 -7.03 -12.58
204 H 14.07 -8.25 -10.72
205 H 14.02 -9.27 -12.11
206 H 12.64 -8.29 -11.79
207 H 14.05 -7.59 -13.66
208 H 14.03 -5.03 -13.14
209 H 13.57 -5.36 -11.48
210 H 11.61 -3.92 -12.75
211 H 10.48 -5.09 -13.49
212 H 11.94 -4.54 -14.30
213 H 15.89 -8.02 -12.52
214 H 15.88 -6.64 -11.68
215 C 13.80 -3.61 -20.04
216 C 14.58 -4.91 -20.01
217 C 13.97 -5.80 -18.92
218 O 13.83 -5.19 -17.67
219 C 13.25 -6.07 -16.68
220 N 14.62 -5.46 -21.32
221 H 12.83 -3.77 -20.51
222 H 14.27 -2.84 -20.66
223 H 13.62 -3.29 -19.01
224 H 15.61 -4.66 -19.76
225 H 14.54 -6.72 -18.83
226 H 12.98 -6.01 -19.33
227 H 12.20 -6.22 -16.93
228 H 13.26 -5.45 -15.78
229 H 13.67 -7.06 -16.50
230 H 15.37 -6.13 -21.44
231 H 14.96 -4.68 -21.87
232 C 6.56 -4.11 -16.08
233 C 7.15 -2.79 -16.58
234 C 8.12 -2.91 -17.78
235 O 9.14 -3.82 -17.44
236 C 10.16 -3.99 -18.37
237 N 6.06 -1.91 -16.97
238 H 5.97 -4.55 -16.88
239 H 5.97 -3.91 -15.18
240 H 7.33 -4.82 -15.77
241 H 7.69 -2.39 -15.72
242 H 8.42 -1.90 -18.05
243 H 7.64 -3.38 -18.64
244 H 9.81 -4.03 -19.41
245 H 10.61 -4.95 -18.13
246 H 10.95 -3.25 -18.45
247 H 5.42 -2.54 -17.45
248 H 6.35 -1.34 -17.75